# 1
Molecular formula: C26H74N2O12S10
Method: DFT, ωB97M-V with the def2-TZVPD basis set

Results
E_HOMO in eV: -8.3
LUMO level in eV: -0.278
Frontier orbital gap in eV: 8.06
Energy relative to the best compared isomer or geometry (same formula, charge and spin) in kJ/mol: 0.0
Molar mass in g/mol: 927.55
Electronic energy in a.u.: -6028.9119

Structure (XYZ):
```
124
Properties=species:S:1:pos:R:3:forces:R:3
C -0.370156 -1.487782 1.528570 0.2 0.5 -0.2
C 0.430339 -0.855911 0.385708 0.1 0.7 -0.5
O 1.519674 -1.333967 0.006876 -1.4 0.7 0.4
N -0.127503 0.318438 -0.091074 1.6 -1.2 0.2
C 0.437018 1.155689 -1.155158 0.4 -1.2 0.2
H -1.449107 -1.360957 1.439777 0.1 -0.1 -0.4
H -0.105138 -0.933701 2.429059 0.3 -0.1 0.2
H -0.124823 -2.543092 1.647845 0.0 0.2 -0.1
H -1.060170 0.604945 0.169976 0.0 -0.2 0.5
H 0.071668 0.714034 -2.082277 -0.2 0.8 -0.4
H 1.522413 1.085340 -1.226384 0.1 -0.2 0.4
H 0.198570 2.204519 -0.978526 -0.4 -0.2 -0.3
C -1.302740 3.435243 -6.177910 0.6 1.5 -1.3
C -1.831300 2.381586 -5.310066 -0.2 0.7 0.7
O -1.360068 2.249505 -4.200696 0.1 -1.0 1.0
N -2.903004 1.719008 -5.784847 0.5 0.0 -1.3
C -3.711086 0.855365 -5.011653 -0.9 -0.6 0.4
H -0.851268 4.267748 -5.638287 -0.1 -0.3 0.5
H -2.094096 3.908457 -6.759221 0.1 -0.2 -0.5
H -0.489880 3.070828 -6.806056 -0.2 -0.1 -0.3
H -3.241236 1.994343 -6.695823 0.1 -0.1 0.2
H -3.139191 0.515187 -4.148341 -0.3 0.4 0.2
H -4.065841 -0.040861 -5.520607 0.4 0.0 -0.4
H -4.627731 1.406948 -4.802784 -0.1 -0.2 0.9
C -4.473400 1.129144 2.084621 0.4 -0.6 -0.2
S -3.751602 1.699455 0.459627 0.3 -2.1 -0.1
O -2.262199 1.711871 0.630288 -0.2 1.1 0.5
C -3.849645 0.038097 -0.423802 -1.6 0.6 1.2
H -5.519676 0.834661 2.002850 -0.1 0.5 -0.2
H -4.305992 1.847889 2.886788 -0.2 0.5 -0.4
H -3.975889 0.230690 2.449792 0.4 -0.1 -0.4
H -3.413161 -0.661307 0.289229 0.3 0.0 -0.4
H -3.425244 -0.000273 -1.427056 0.3 0.5 0.4
H -4.910106 -0.207775 -0.479132 -0.1 -0.1 -0.2
C -2.208464 -3.807814 3.245516 -0.5 0.0 0.9
S -2.718511 -3.989698 5.051649 -1.3 -1.6 -0.8
O -4.214725 -3.847169 5.229786 1.6 0.1 -0.5
C -2.368859 -5.840386 5.033369 0.6 0.4 0.4
H -2.344507 -2.764287 2.961527 0.2 -0.1 0.1
H -2.759983 -4.436534 2.546495 -0.3 -0.1 0.3
H -1.163587 -4.117768 3.229187 0.1 0.3 0.0
H -1.292654 -5.970980 5.146556 0.2 0.2 -0.4
H -2.698517 -6.343363 4.124278 -0.2 0.3 0.0
H -2.737630 -6.367265 5.913439 -0.6 0.5 0.0
C 1.180836 -7.166333 0.634128 0.4 1.0 0.1
S 0.726947 -6.378154 -0.922891 -1.0 0.3 -0.1
O -0.672898 -6.831069 -1.234614 0.4 0.2 0.0
C 0.628637 -4.662817 -0.329424 0.2 0.2 0.3
H 0.499466 -6.923816 1.449622 -0.5 -0.5 -0.3
H 2.098417 -6.667559 0.946170 0.4 -0.4 -0.2
H 1.333529 -8.220838 0.404345 -0.1 0.1 0.4
H 1.512451 -4.509132 0.289731 0.0 0.2 0.0
H -0.273547 -4.426353 0.234712 -0.1 -0.6 0.3
H 0.613368 -3.909140 -1.116732 0.4 -0.4 -0.3
C 3.967953 4.600778 3.520157 -1.1 -0.4 -0.5
S 4.493216 4.247446 1.782583 1.8 0.2 1.0
O 5.864714 3.572925 1.897432 -2.1 0.4 -0.2
C 3.185117 3.088205 1.373674 -0.2 -1.2 0.8
H 2.933223 4.943323 3.530321 -0.1 0.6 -0.5
H 4.593594 5.361536 3.986969 0.2 -0.4 -0.2
H 3.801649 3.683161 4.084439 1.0 -0.3 0.1
H 2.965678 2.394743 2.185488 0.1 0.1 0.5
H 3.494417 2.395414 0.591071 0.0 0.7 -0.6
H 2.253587 3.620909 1.182431 0.2 0.2 -0.4
C 5.814555 0.304299 0.724172 0.0 -0.5 1.0
S 5.893609 -0.891585 -0.650942 0.6 0.7 0.7
O 7.378416 -1.137016 -0.604316 -1.0 -0.9 -0.3
C 4.845263 -2.226920 0.114463 0.0 -0.2 1.2
H 4.827968 0.643742 1.039653 0.1 0.2 -0.5
H 6.574454 1.078864 0.620679 -0.6 0.4 -1.0
H 6.265617 -0.154278 1.604144 -0.3 -0.9 0.0
H 5.211526 -2.500563 1.103945 0.5 0.1 0.1
H 4.686044 -3.178156 -0.393358 0.7 0.3 -0.8
H 3.827296 -1.892965 0.315237 0.0 0.8 -0.4
C 4.014254 -1.106914 5.775428 -0.2 -0.2 -0.9
S 3.594687 -0.482734 4.056766 -0.1 1.0 1.8
O 2.586562 0.621719 4.370564 0.6 -1.5 -0.9
C 2.855712 -2.019360 3.441237 -0.5 -0.3 -0.2
H 4.703403 -1.949632 5.720801 0.0 0.0 -0.1
H 3.078321 -1.431873 6.229887 0.0 0.1 0.0
H 4.466198 -0.313519 6.370709 -0.1 0.1 -0.4
H 3.523156 -2.842296 3.696961 0.1 0.1 0.2
H 2.768054 -2.017364 2.354775 0.1 0.5 -0.1
H 1.856362 -2.235032 3.819272 0.0 0.2 0.4
C 2.136194 2.546182 -4.896432 0.0 -0.3 0.1
S 3.845473 2.078999 -4.394383 -0.6 -0.7 2.2
O 4.133879 2.648620 -3.025285 -0.3 0.3 -1.3
C 3.377489 0.370365 -3.965796 0.3 -0.5 -0.9
H 1.657060 1.804312 -5.535307 0.6 -0.1 -0.5
H 2.198947 3.507183 -5.406963 -0.2 0.0 0.2
H 1.446604 2.509778 -4.053072 0.4 0.6 0.4
H 3.388833 -0.156256 -4.920078 -0.5 -0.2 -0.1
H 2.420013 0.310649 -3.448337 0.0 0.2 -0.2
H 4.118907 -0.167373 -3.374830 0.3 0.7 0.2
C -1.591334 4.202406 -1.808411 -0.8 1.0 -0.3
S -2.918113 5.477500 -1.731894 1.1 2.0 -0.6
O -2.311642 6.873218 -1.999741 -0.7 -2.2 0.6
C -3.836927 5.140502 -3.244654 -0.3 -0.8 0.2
H -1.024272 4.383922 -0.895405 0.0 -0.3 -0.1
H -0.975809 4.330402 -2.698830 -0.1 0.0 0.1
H -2.113083 3.245615 -1.829349 0.3 -0.1 0.2
H -4.781386 5.676463 -3.150658 0.3 0.4 -0.2
H -4.139941 4.093822 -3.271877 0.2 -0.3 0.0
H -3.262860 5.381655 -4.139295 0.0 0.2 0.2
C -3.122168 -2.622993 -2.978112 -0.2 0.1 0.2
S -2.165030 -3.562831 -1.742792 -0.7 -0.3 -0.5
O -2.373738 -2.849653 -0.438767 0.0 -0.1 -0.4
C -3.277650 -5.008028 -1.649052 0.5 0.2 0.1
H -4.138993 -2.588464 -2.587009 0.0 0.3 0.0
H -3.163775 -3.036346 -3.985844 0.3 -0.4 0.2
H -2.694745 -1.622978 -3.051491 0.0 0.0 0.2
H -3.194265 -5.690779 -2.494624 0.2 0.2 -0.1
H -4.311914 -4.687812 -1.523098 0.1 0.1 0.2
H -2.875044 -5.517854 -0.773786 -0.3 -0.1 0.0
C -2.023859 4.624280 2.403490 0.7 -0.5 0.9
S -0.492335 4.230029 3.464618 -2.2 -0.3 0.9
O -1.028437 4.186940 4.905094 0.9 -0.1 -2.1
C -0.271737 2.511675 2.890713 0.4 -0.3 -0.2
H -2.438787 5.571726 2.747403 0.5 0.2 -0.2
H -2.791241 3.885563 2.634846 0.3 -0.3 0.0
H -1.750275 4.595680 1.348774 -0.1 0.2 0.1
H -0.079044 2.408258 1.822875 -0.1 0.6 -0.2
H -1.113837 1.844143 3.073421 -0.1 0.4 0.4
H 0.636036 2.121738 3.351141 -0.1 0.0 0.5
```
Positions in Å, forces in eV/Å.

---

# 2
Molecular formula: C26H74N4O9
Method: DFT, ωB97M-V with the def2-TZVPD basis set

Results
E_HOMO in eV: -8.7
SMILES: COC[C@H](C)N.COC[C@H](C)N.COC[C@H](C)N.COC[C@H](C)N.CCO.CCO.CCO.CCO.CCO
LUMO level in eV: 0.496
Frontier orbital gap in eV: 9.22
Energy relative to the best compared isomer or geometry (same formula, charge and spin) in kJ/mol: 458.5
Molar mass in g/mol: 586.90
Electronic energy in a.u.: -1930.9226

Structure (XYZ):
```
113
Properties=species:S:1:pos:R:3:forces:R:3
C -2.380936 -0.457391 7.845157 0.6 0.7 -1.0
O -1.987820 0.317299 6.701723 -0.2 0.0 -0.7
C -2.886859 1.323559 6.180009 -0.2 -0.4 1.3
C -3.171202 1.126784 4.688153 0.2 -0.9 -0.5
C -1.947409 1.525808 3.838628 -0.8 1.3 1.8
N -4.465080 1.728466 4.268916 0.7 -0.4 0.2
H -2.092183 0.089682 8.742620 -0.7 0.1 0.3
H -1.745625 -1.343013 7.857445 -0.2 -0.1 -0.3
H -3.430499 -0.730661 7.736430 -0.1 0.0 0.5
H -3.838565 1.325332 6.711384 -0.3 -0.5 0.0
H -2.471320 2.287515 6.473639 0.3 0.3 -0.6
H -3.256570 0.045650 4.578805 -0.4 -0.2 0.1
H -1.133930 0.843612 4.085548 0.1 0.0 -0.7
H -1.730928 2.459318 4.358043 0.8 0.4 -0.3
H -2.175220 1.827242 2.816209 0.2 -0.8 -0.2
H -4.306857 2.521084 3.663244 0.1 0.3 0.1
H -4.889628 1.042800 3.660873 -0.3 0.0 0.0
C 4.248966 -6.042725 -2.957021 -1.3 0.4 -0.7
O 3.181670 -5.176615 -2.539145 0.7 -0.6 1.0
C 3.006422 -4.144458 -3.442669 -1.2 0.9 -0.9
C 2.014808 -3.085746 -2.890970 0.6 0.1 -1.3
C 1.224094 -2.409991 -3.999152 -1.0 -1.1 -1.0
N 2.639720 -2.027573 -2.150493 1.4 -0.2 1.9
H 5.157082 -5.453209 -3.083103 0.3 -0.3 0.3
H 3.921819 -6.392299 -3.936241 0.4 -0.3 -0.3
H 4.325195 -6.923724 -2.319735 0.1 0.5 0.3
H 3.953133 -3.713033 -3.767814 0.4 0.4 0.2
H 2.533806 -4.469871 -4.369392 0.0 -0.7 -0.3
H 1.421492 -3.652979 -2.173807 -0.5 0.2 -0.2
H 1.792583 -1.765737 -4.669869 0.4 0.4 0.5
H 0.310152 -1.915025 -3.670785 0.5 0.2 0.3
H 0.847960 -3.141226 -4.714645 -0.2 -0.4 0.1
H 3.214962 -2.551657 -1.506649 -0.1 -0.1 1.3
H 3.435206 -1.578481 -2.581327 -0.3 0.5 -1.2
C -2.064673 -1.996677 -7.011584 0.1 0.3 0.2
O -1.981681 -1.408313 -5.716541 1.1 1.2 -0.5
C -1.578221 -0.004074 -5.782169 -1.2 0.0 0.6
C -1.306939 0.564519 -4.352957 -0.1 0.1 -0.5
C -2.453749 0.689126 -3.362479 -1.2 -3.0 -0.7
N -0.824309 1.939958 -4.375865 1.1 0.3 -0.7
H -1.183613 -1.913134 -7.647871 0.7 0.3 0.4
H -2.833975 -1.489546 -7.593913 -0.5 -0.4 0.0
H -2.194856 -3.070967 -6.881092 -0.6 0.2 0.0
H -0.763948 0.193751 -6.479251 0.7 -0.5 0.4
H -2.365688 0.574014 -6.265720 -0.7 0.1 0.1
H -0.510258 -0.081510 -3.984111 0.0 0.1 0.4
H -2.158549 1.049990 -2.377218 0.1 0.1 -0.2
H -2.854548 -0.319400 -3.260886 -0.3 -0.2 0.7
H -3.317944 1.212004 -3.772183 0.3 0.6 0.0
H -0.808700 2.104906 -3.379549 0.7 0.7 0.1
H -1.622533 2.494329 -4.650852 -0.1 0.4 -0.4
C -2.124385 -3.003215 -2.988083 0.0 0.6 0.7
O -2.918754 -2.801858 -1.810697 0.6 0.0 0.6
C -2.144810 -2.345418 -0.669690 -0.5 1.7 -0.6
C -3.013761 -2.120278 0.571515 -0.7 -0.8 -0.6
C -2.265914 -1.432653 1.689738 1.0 0.4 -0.3
N -3.515599 -3.372393 1.092773 -0.1 -0.4 0.8
H -1.336035 -3.731304 -2.797061 0.0 -0.4 -0.1
H -1.625873 -2.083736 -3.294915 -0.1 0.1 0.2
H -2.759260 -3.273192 -3.831958 -0.1 -0.3 0.3
H -1.223019 -2.908256 -0.522674 -0.1 -0.5 0.2
H -1.826824 -1.309124 -0.784051 0.6 0.2 -1.1
H -3.845798 -1.489162 0.259273 -0.2 0.0 -0.1
H -2.862986 -1.154547 2.558220 -0.2 -0.4 -0.1
H -1.764714 -0.521662 1.362652 -0.2 -0.1 -0.1
H -1.435594 -2.077254 1.978111 0.0 -0.1 0.4
H -2.651221 -3.871500 1.247232 -0.1 -0.7 0.4
H -4.059216 -3.928428 0.448253 0.0 0.2 -0.4
C 1.576458 5.290106 3.248015 -1.3 -0.2 -1.1
C 0.450057 4.294108 3.616997 0.2 -0.1 1.5
O -0.522246 4.936186 4.470765 0.2 0.4 -0.1
H 2.538191 4.863234 2.963530 -0.1 -0.4 0.5
H 1.683428 6.069383 4.002590 0.0 -0.2 0.0
H 1.225537 5.733701 2.316253 0.1 0.6 0.0
H 0.840901 3.493512 4.245003 0.2 -0.2 -0.1
H -0.083092 3.809418 2.799101 0.4 0.2 -0.4
H -1.415422 4.858077 4.127634 0.1 -0.1 -0.2
C 4.160354 -0.884281 3.716780 0.2 -0.6 -1.2
C 2.729349 -0.396353 3.788924 1.1 1.1 -0.5
O 2.262804 -0.869706 5.009131 -1.4 -0.3 0.4
H 4.737364 -0.576674 4.588874 0.0 0.2 -0.3
H 4.646282 -0.707405 2.757256 0.3 0.9 0.0
H 4.177381 -1.973441 3.677568 -0.3 -0.3 0.5
H 2.126614 -0.610051 2.906224 -0.2 -0.9 0.0
H 2.654888 0.690828 3.764977 0.3 0.2 0.6
H 2.065650 -1.792095 4.830478 -0.2 -0.2 0.5
C -0.151797 1.221288 0.648362 1.6 0.9 -1.8
C 0.812265 0.615137 -0.450078 -0.2 -0.7 0.3
O 1.014461 -0.758055 -0.206682 -0.7 -0.8 1.6
H -1.189578 0.982948 0.415346 0.2 -0.2 0.4
H -0.080800 2.304959 0.554977 -0.1 0.3 -0.3
H 0.178964 1.098770 1.679723 -0.2 -0.9 -0.1
H 1.823691 1.002484 -0.572866 -0.2 1.1 0.6
H 0.398097 0.631931 -1.458185 -0.7 0.8 -0.1
H 1.692973 -1.106472 -0.789631 0.3 -0.1 -0.8
C -1.512122 5.734502 0.270860 -0.4 1.6 0.2
C -1.667961 4.945065 -0.973489 0.3 0.4 0.0
O -2.665071 3.995803 -0.815846 -0.9 -1.5 -0.2
H -1.325216 5.228701 1.218147 0.4 -0.4 -0.4
H -2.427844 6.303650 0.430934 -0.1 0.2 0.1
H -0.735588 6.450498 0.001725 0.3 0.2 0.7
H -0.676931 4.554173 -1.204067 -0.1 -0.6 -0.5
H -2.016759 5.593514 -1.777206 0.7 0.4 -0.1
H -3.311051 4.172794 -1.503581 -0.1 -0.4 0.2
C 5.804950 0.067467 -1.952194 0.3 0.2 0.2
C 5.528422 0.044995 -0.411270 0.8 0.1 -2.2
O 4.116595 0.131163 -0.365995 0.1 -0.3 0.7
H 4.970441 0.561225 -2.450084 -0.1 -0.1 0.1
H 5.938431 -0.936368 -2.355425 -0.3 -0.1 0.1
H 6.685116 0.605820 -2.303742 0.2 0.1 0.5
H 6.056490 0.854224 0.093111 -0.4 0.3 0.1
H 5.985063 -0.874823 -0.045882 -0.5 -0.3 0.4
H 3.779779 -0.257676 0.444530 -0.1 0.0 0.2
```
Positions in Å, forces in eV/Å.